1.
This record from OMol25 describes a single C20H19N7OS molecule in a non-equilibrium geometry. The level of theory is ωB97M-V/def2-TZVPD.

The geometry in XYZ format:
```
48
Properties=species:S:1:pos:R:3:forces:R:3
C -4.051 2.785 -2.874 -0.011 -0.925 0.018
C -2.648 2.650 -2.305 0.876 0.348 -0.862
C -2.158 1.232 -2.341 -1.040 0.736 0.812
N -2.716 0.376 -1.544 1.102 0.052 -0.853
N -2.164 -0.845 -1.775 1.306 -0.817 -1.226
C -2.380 -1.968 -0.849 0.185 0.035 0.610
C -1.500 -1.836 0.383 0.761 -0.599 -0.144
C -0.233 -2.467 0.447 -0.368 0.323 -0.086
C 0.572 -2.308 1.571 -0.178 0.030 0.466
C 0.103 -1.594 2.692 -0.824 0.684 -1.288
C 0.973 -1.420 3.865 0.027 0.445 0.735
C 1.371 -2.589 4.522 -0.381 0.039 -0.767
C 2.103 -2.557 5.669 0.953 0.425 1.347
C 2.508 -1.330 6.217 -0.524 0.687 -0.939
C 2.126 -0.125 5.564 0.370 -0.585 0.560
C 1.339 -0.145 4.398 0.077 -1.394 0.301
C 0.908 1.130 3.798 0.088 0.083 -0.965
N 0.472 2.184 4.434 0.460 0.819 -1.520
N 0.308 3.120 3.425 -1.162 1.228 0.615
N 0.523 2.691 2.236 0.741 -1.375 2.046
N 0.954 1.428 2.469 0.433 -2.125 -0.472
C -1.182 -0.985 2.622 1.310 -0.404 0.761
C -1.944 -1.102 1.474 -0.277 0.248 0.244
C -1.169 -0.912 -2.752 -0.467 -0.919 0.243
N -0.650 -2.086 -3.020 -0.153 0.296 0.503
C 0.377 -2.252 -3.910 1.111 0.323 -1.052
C 0.973 -3.679 -4.061 -0.085 0.704 -0.278
O 0.881 -1.342 -4.576 -0.627 -0.373 0.630
S -0.909 0.714 -3.456 -0.678 -1.490 1.097
H -4.419 3.783 -2.744 -0.097 0.644 -0.289
H -4.738 2.141 -2.309 0.196 -0.013 -0.239
H -4.038 2.467 -3.923 -0.322 0.252 0.131
H -2.659 3.007 -1.284 0.304 0.060 0.278
H -1.912 3.245 -2.904 -0.672 -0.124 0.600
H -3.424 -2.014 -0.548 -0.128 0.423 -0.109
H -2.165 -2.929 -1.310 0.120 0.364 -0.528
H 0.159 -3.070 -0.380 -0.397 0.342 0.157
H 1.574 -2.757 1.605 -0.489 0.180 -0.032
H 1.076 -3.564 4.138 -0.100 0.300 -0.137
H 2.369 -3.500 6.154 -0.022 0.388 -0.082
H 3.114 -1.296 7.121 -0.185 0.045 -0.245
H 2.468 0.837 5.977 -0.334 -0.524 -0.278
H 1.181 0.706 1.761 -0.340 1.173 0.331
H -1.516 -0.449 3.526 -0.045 -0.184 -0.707
H -2.913 -0.605 1.431 0.143 -0.145 -0.036
H 1.990 -3.676 -3.619 -0.544 0.026 -0.339
H 0.378 -4.440 -3.582 -0.234 -0.112 0.337
H 1.039 -3.947 -5.137 0.121 0.406 0.650
```
Forces are in eV/Å.

## Properties
Kohn-Sham gap: 8.92 eV
Net charge: 0
SMILES: CCc1nn(Cc2ccc(-c3ccccc3-c3nnn[nH]3)cc2)/c(=N/C(C)=O)s1
HOMO: -8.744 eV

***

2.
This record from OMol25 describes a single C5H10O molecule in a non-equilibrium geometry. The level of theory is ωB97M-V/def2-TZVPD.

The geometry in XYZ format:
```
16
Properties=species:S:1:pos:R:3:forces:R:3
O -2.176 -0.047 0.510 0.005 -0.387 0.116
C -1.546 1.190 0.745 0.319 0.259 -0.034
C -0.256 1.058 -0.025 0.184 -0.413 -0.059
C 0.512 -0.299 0.248 0.549 0.725 0.041
C 1.513 -0.528 -0.840 0.432 0.154 -0.094
C 0.798 -1.733 -0.368 -0.309 0.186 0.014
H -1.371 -0.600 0.339 -1.391 -0.156 0.191
H -1.405 1.393 1.822 0.059 -0.212 -0.219
H -2.090 2.054 0.330 -0.281 -0.468 0.111
H 0.440 1.883 0.202 -0.003 -0.433 -0.083
H -0.523 1.141 -1.088 0.197 -0.161 0.173
H 0.852 -0.343 1.282 0.314 0.307 -0.243
H 1.144 -0.152 -1.794 0.339 0.072 0.185
H 2.545 -0.320 -0.617 0.329 -0.359 -0.217
H 0.162 -2.317 -1.031 -0.099 0.472 0.038
H 1.402 -2.379 0.284 -0.644 0.415 0.081
```
Forces are in eV/Å.

## Properties
Kohn-Sham gap: 11.07 eV
Net charge: 0
SMILES: OCCC1CC1
HOMO: -9.958 eV

***

3.
This record from OMol25 describes a molecular structure, C34H23Br4N4O8S3Ta in a non-equilibrium geometry. The level of theory is ωB97M-V/def2-TZVPD.

The geometry in XYZ format:
```
77
Properties=species:S:1:pos:R:3:forces:R:3
Ta 0.132 2.670 0.748 -1.234 0.096 0.316
S -1.140 3.382 2.955 0.055 -0.142 -0.119
C -0.042 4.123 4.055 -0.058 0.117 0.298
C -0.540 4.541 5.339 0.075 -0.077 -0.165
N -0.947 4.858 6.368 -0.026 0.010 0.011
C 1.256 4.310 3.727 0.146 0.059 0.049
S 1.883 3.803 2.195 0.206 0.023 -0.156
C 2.182 4.931 4.632 -0.166 -0.090 -0.042
N 2.928 5.419 5.361 0.034 0.023 -0.015
C 1.649 -2.589 -4.469 -0.015 -0.043 -0.041
C 1.927 -1.507 -3.462 0.003 0.030 -0.011
C 1.256 -1.485 -2.248 -0.006 0.022 0.012
C 1.511 -0.496 -1.311 -0.018 -0.041 -0.070
C 2.460 0.476 -1.584 0.011 -0.087 -0.043
C 3.144 0.473 -2.793 -0.006 -0.039 -0.007
C 2.869 -0.513 -3.726 0.006 0.000 -0.007
S 2.810 1.695 -0.346 -0.558 0.084 0.200
O 2.276 1.149 0.903 0.342 -0.152 0.052
O 4.205 1.999 -0.484 0.108 -0.018 0.044
N 1.847 2.953 -0.522 0.338 0.369 -0.384
C 1.473 3.348 -1.875 0.270 0.068 0.241
C 0.279 2.482 -2.268 -0.116 -0.117 -0.075
O -0.046 2.308 -3.426 -0.012 0.008 0.028
O -0.337 1.996 -1.222 0.312 -0.027 -0.016
H 0.804 -3.202 -4.157 0.044 0.060 -0.015
H 2.512 -3.250 -4.586 0.014 0.001 0.013
H 1.421 -2.172 -5.453 0.002 0.039 0.022
H 0.520 -2.250 -2.023 0.019 0.033 -0.002
H 0.971 -0.480 -0.378 0.031 0.019 0.019
H 3.892 1.229 -2.992 0.009 0.008 0.022
H 3.393 -0.511 -4.675 0.002 -0.001 0.003
H 2.313 3.285 -2.567 -0.135 -0.136 -0.143
H 1.137 4.386 -1.853 0.029 0.011 0.005
Br -4.188 7.843 -1.267 0.013 -0.058 0.022
C -3.546 6.161 -0.677 -0.004 0.112 -0.039
C -4.420 5.125 -0.374 -0.185 0.006 -0.008
Br -6.293 5.378 -0.541 0.075 0.002 0.002
C -3.943 3.884 0.057 0.108 -0.089 0.030
Br -5.059 2.428 0.496 0.006 0.062 -0.021
C -2.572 3.674 0.185 -0.146 -0.119 -0.064
O -1.998 2.571 0.565 -0.066 0.128 0.215
C -1.702 4.735 -0.121 0.414 -0.005 -0.018
O -0.418 4.426 0.049 0.087 0.485 -0.140
C -2.165 5.961 -0.545 -0.071 -0.063 -0.009
Br -0.880 7.286 -0.930 -0.045 -0.020 0.003
C 0.050 -5.701 -2.879 -0.002 0.000 -0.106
C 0.354 -5.145 -1.514 -0.083 -0.025 0.044
C 1.604 -5.360 -0.944 0.010 0.016 0.033
C 1.899 -4.835 0.304 0.020 -0.014 -0.023
C 0.960 -4.084 0.988 -0.006 -0.047 0.012
C -0.299 -3.863 0.431 -0.038 0.040 0.006
N -1.264 -3.052 1.052 0.034 -0.156 0.119
C -1.055 -2.490 2.326 0.026 -0.061 -0.113
C -0.934 -3.297 3.456 -0.007 -0.017 0.004
C -0.781 -2.726 4.707 -0.007 -0.008 0.009
C -0.749 -1.343 4.857 0.003 -0.007 -0.032
C -0.843 -0.536 3.737 0.013 -0.027 -0.033
C -0.990 -1.102 2.472 -0.051 0.058 0.088
C -1.011 -0.222 1.261 0.319 0.336 0.073
O -1.530 -0.553 0.212 -0.152 0.015 -0.095
O -0.331 0.880 1.434 0.040 -0.555 -0.028
C -0.615 -4.410 -0.825 0.094 -0.057 -0.062
C -1.965 -4.172 -1.444 -0.046 0.024 -0.019
H 0.946 -6.133 -3.327 0.000 -0.007 0.011
H -0.320 -4.926 -3.554 -0.012 -0.038 0.035
H -0.719 -6.478 -2.848 0.003 -0.009 0.057
H 2.351 -5.925 -1.491 0.007 0.000 0.001
H 2.881 -4.983 0.737 0.003 -0.001 0.002
H 1.211 -3.635 1.939 -0.001 0.004 -0.014
H -1.602 -2.320 0.427 -0.093 -0.023 -0.035
H -0.975 -4.373 3.335 0.001 0.002 0.009
H -0.694 -3.369 5.576 -0.001 0.010 0.005
H -0.638 -0.898 5.837 0.001 -0.007 0.005
H -0.793 0.543 3.814 0.005 0.007 0.014
H -2.695 -3.877 -0.694 -0.005 -0.026 0.023
H -2.333 -5.070 -1.944 0.009 0.000 -0.003
H -1.934 -3.375 -2.194 0.025 0.023 0.018
```
Forces are in eV/Å.

## Properties
Kohn-Sham gap: 6.48 eV
Net charge: -2
HOMO: -2.786 eV

***

4.
This record from OMol25 describes a single C7H11FN2O3 molecule in a non-equilibrium geometry. The level of theory is ωB97M-V/def2-TZVPD.

The geometry in XYZ format:
```
24
Properties=species:S:1:pos:R:3:forces:R:3
O -0.214 1.473 1.217 0.153 0.131 0.118
C -0.581 0.429 0.721 -0.280 -0.396 -0.230
C -1.946 0.305 0.042 -0.206 0.279 -0.116
F -2.845 1.190 0.608 0.140 -0.129 -0.009
C -2.489 -1.094 0.099 -0.099 -0.172 -0.050
N -1.759 -2.120 -0.004 0.041 0.232 -0.044
C -0.335 -1.869 -0.112 0.653 -0.394 0.116
N 0.131 -0.726 0.675 0.202 0.277 0.231
C 1.531 -0.714 1.079 -0.397 -0.938 -0.791
O 2.411 -0.620 -0.013 -0.078 -0.299 0.173
C 2.708 0.683 -0.471 -0.223 0.418 -0.360
C 1.986 1.053 -1.764 -0.076 -0.461 0.201
O 0.590 1.253 -1.627 -0.188 0.858 0.897
H -1.813 0.609 -1.013 0.054 -0.190 0.245
H -3.577 -1.206 0.193 0.319 0.055 -0.014
H -0.050 -1.721 -1.175 -0.231 -0.214 0.400
H 0.219 -2.754 0.282 -0.436 0.582 -0.416
H 1.747 -1.656 1.587 0.009 -0.013 -0.178
H 1.674 0.084 1.759 0.052 0.937 0.691
H 2.488 1.425 0.302 -0.054 0.023 0.089
H 3.775 0.724 -0.670 0.226 -0.050 -0.028
H 2.098 0.237 -2.474 0.047 -0.109 -0.058
H 2.454 1.926 -2.202 0.234 0.357 -0.048
H 0.450 1.943 -0.929 0.139 -0.785 -0.818
```
Forces are in eV/Å.

## Properties
Kohn-Sham gap: 10.64 eV
Net charge: 0
SMILES: O=C1[C@H](F)C=NCN1COCCO
HOMO: -9.858 eV

***

5.
This record from OMol25 describes 2 unconnected molecules or ions with the total composition C5H14 in a non-equilibrium geometry. The level of theory is ωB97M-V/def2-TZVPD.

The geometry in XYZ format:
```
19
Properties=species:S:1:pos:R:3:forces:R:3
C -0.056 -2.123 -0.537 -1.512 2.231 -1.272
C 1.073 -0.998 -0.156 -0.562 -0.805 0.128
C 2.420 -1.752 0.074 1.097 3.034 2.418
H -0.014 -2.573 -1.584 0.880 0.755 1.217
H -1.212 -1.807 -0.575 2.617 -0.320 0.825
H 0.138 -2.898 0.163 -0.447 -0.866 0.608
H 1.183 -0.224 -0.909 0.035 -0.347 -0.669
H 0.900 -0.324 0.729 -0.594 -1.284 -0.445
H 3.243 -1.209 -0.450 -0.483 -0.539 0.413
H 2.750 -1.811 1.214 -0.861 0.286 -2.232
H 2.406 -2.732 -0.239 -0.138 -2.183 -0.992
C -1.215 1.652 0.203 -6.737 -0.599 2.657
C -1.924 2.954 0.354 -1.703 1.893 -3.103
H -1.932 0.832 -0.102 0.687 0.807 0.515
H -0.435 1.537 -0.326 5.619 0.044 -4.395
H -0.916 1.515 1.174 0.898 -1.439 2.543
H -2.337 3.285 -0.700 0.397 -0.470 1.991
H -1.273 3.796 0.619 -0.074 -0.318 0.348
H -2.799 2.881 1.049 0.881 0.119 -0.555
```
Forces are in eV/Å.

## Properties
Kohn-Sham gap: 12.08 eV
Net charge: 0
SMILES: CCC.CC
HOMO: -11.008 eV

***

6.
This record from OMol25 describes 2 unconnected molecules or ions with the total composition C2H2NO2P in a non-equilibrium geometry. The level of theory is ωB97M-V/def2-TZVPD.

The geometry in XYZ format:
```
8
Properties=species:S:1:pos:R:3:forces:R:3
O -1.374 -1.285 0.187 -0.134 -1.487 -0.441
N -1.629 -0.751 1.219 -0.038 1.128 -0.902
P -1.911 0.255 2.266 -0.292 0.308 1.438
C 1.074 1.271 -1.303 0.807 1.538 -0.596
C 1.131 0.262 -0.649 0.224 0.368 -0.108
O 1.177 -0.831 0.069 0.000 0.431 -0.417
H 1.275 2.245 -1.824 -0.622 -1.823 0.855
H 0.257 -1.167 0.035 0.054 -0.462 0.171
```
Forces are in eV/Å.

## Properties
Kohn-Sham gap (alpha / beta): 8.46 / 8.46 eV
Net charge: 0
SMILES: [O-][N+]#P.C#CO
HOMO (alpha / beta): -9.159 / -9.159 eV